No. 1
{"formula": "C8H15N2", "method": "ωB97M-V/def2-TZVPD", "elements": ["C", "C", "C", "C", "C", "C", "N", "C", "C", "N", "H", "H", "H", "H", "H", "H", "H", "H", "H", "H", "H", "H", "H", "H", "H"], "coordinates": [[2.711547, -0.600538, -0.636517], [1.734978, -0.063845, 0.400321], [1.664508, 1.420795, 0.746591], [0.359324, -0.578077, -0.089000], [-0.388082, -1.849921, 0.101408], [-0.973007, -0.606266, 0.748185], [-1.925619, 0.096687, 0.021951], [-3.345653, 0.305501, 0.414547], [-1.394573, 0.558451, -1.109364], [-0.107654, 0.206422, -1.278567], [2.534601, 0.121268, -1.419417], [2.569731, -1.678439, -1.000716], [3.646148, -0.415260, -0.199304], [1.853738, -0.531966, 1.295043], [0.812884, 1.990216, 0.142966], [2.679439, 1.816990, 0.417606], [1.441045, 1.709215, 1.791323], [0.198155, -2.495719, 0.660113], [-0.798740, -2.184567, -0.841819], [-1.102276, -0.390192, 1.742740], [-3.925933, -0.569045, 0.045877], [-3.259623, 0.298144, 1.486674], [-3.692368, 1.432352, 0.200671], [-1.755526, 1.090187, -1.934836], [0.462947, 0.917595, -1.706467]], "atomic_forces_ev_per_a": [[-1.11, 0.26, -0.24], [-3.16, -1.26, -1.19], [0.04, 1.90, -2.17], [-0.94, 2.88, -0.01], [0.21, 1.74, -1.28], [1.43, -1.42, -1.44], [-1.10, 2.16, -3.72], [0.52, 1.57, -0.04], [1.67, -1.68, 1.07], [-0.94, -0.57, 1.59], [0.69, -0.22, -1.08], [0.10, 1.70, 0.81], [1.79, -0.14, -0.03], [0.69, -1.72, 2.67], [1.97, -1.04, 0.97], [-1.36, 0.19, 0.66], [0.43, -0.68, -0.45], [0.40, -1.53, 1.24], [-0.42, -0.46, 0.32], [0.37, -0.28, 2.54], [-0.05, 1.13, 0.21], [-0.56, -0.30, 0.58], [0.59, -2.91, -0.19], [-1.67, 0.95, -0.50], [0.43, -0.27, -0.34]], "nbo_charge": [-0.598, -0.238, -0.618, 0.187, -0.424, -0.087, -0.305, -0.419, 0.351, -0.531, 0.192, 0.239, 0.231, 0.219, 0.187, 0.239, 0.245, 0.255, 0.245, 0.235, 0.245, 0.227, 0.252, 0.240, 0.431], "e_tot_ev": -11510.8341, "total_charge": 1, "smiles": "CC(C)[C@@]12C[C@@H]1N(C)C=[NH+]2", "de_lowest_kcal_mol": 49.55, "homo_ev": -14.005, "lumo_ev": -3.3}

=====

No. 2
{"formula": "C5H12N", "method": "ωB97M-V/def2-TZVPD", "elements": ["C", "C", "C", "C", "C", "N", "H", "H", "H", "H", "H", "H", "H", "H", "H", "H", "H", "H"], "coordinates": [[1.300435, 1.054223, 0.489443], [0.377276, 0.331973, -0.475875], [-0.396104, -0.952138, -0.336773], [-1.134590, -1.014502, 0.995879], [-1.912182, -0.073764, 1.490149], [1.175988, 0.312595, -1.710121], [1.231722, 2.174280, 0.459502], [1.053077, 0.600356, 1.415672], [2.527001, 0.991612, 0.319092], [-0.391310, 1.139625, -0.685588], [0.384804, -1.835537, -0.345208], [-1.141481, -0.950854, -1.178351], [-1.188411, -2.009378, 1.377697], [-2.551427, -0.432980, 2.274743], [-1.683413, 1.021383, 1.612649], [1.543849, 1.289619, -1.853230], [0.650919, 0.135601, -2.597984], [1.923744, -0.386638, -1.805096]], "atomic_forces_ev_per_a": [[3.28, 0.09, 0.34], [-0.48, 2.76, -1.82], [2.19, -1.15, 1.61], [0.04, -0.28, -2.22], [0.68, 1.34, 2.32], [-0.32, 0.51, -2.12], [-0.71, -1.04, 0.12], [0.23, 0.31, 1.58], [-3.27, -0.69, 0.31], [0.53, -0.96, -0.02], [-1.82, 1.43, -0.46], [0.86, -0.52, 0.63], [-0.58, -0.63, 0.16], [-0.32, 0.15, 0.50], [-0.64, -1.02, -1.38], [0.32, -0.23, -0.27], [-0.57, 0.08, 0.03], [0.57, -0.17, 0.69]], "nbo_charge": [-0.653, -0.160, -0.474, -0.169, -0.412, -1.070, 0.232, 0.226, 0.220, 0.213, 0.216, 0.249, 0.200, 0.197, 0.210, 0.313, 0.294, 0.369], "e_tot_ev": -6864.1868, "s_squared": 0.751, "de_lowest_kcal_mol": 82.54, "homo_ev": [-3.555, -10.109], "lumo_ev": [0.8, 0.6], "multiplicity": 2}

=====

No. 3
{"formula": "C33H29Br2CsN11O3S2", "method": "ωB97M-V/def2-TZVPD", "elements": ["Cs", "C", "C", "N", "N", "C", "N", "S", "C", "C", "C", "C", "C", "N", "H", "H", "H", "H", "H", "H", "H", "H", "H", "H", "C", "C", "C", "C", "C", "C", "Br", "C", "C", "Br", "C", "O", "C", "N", "H", "H", "H", "H", "H", "H", "O", "N", "C", "C", "N", "C", "N", "C", "C", "N", "O", "H", "H", "H", "H", "H", "S", "C", "C", "C", "N", "C", "C", "C", "C", "C", "N", "C", "C", "H", "H", "H", "H", "H", "H", "H", "H"], "coordinates": [[0.297584, 0.344555, 0.184514], [-2.710800, 2.768821, -3.474895], [-2.127448, 1.595948, -2.750498], [-0.901480, 1.273570, -2.711122], [-0.029114, 2.162619, -3.293770], [1.267615, 1.844415, -3.563514], [2.105557, 2.915996, -3.462392], [1.731503, 0.351452, -4.074439], [-3.009575, 0.845994, -1.809790], [-3.874078, -0.176494, -2.171075], [-4.680315, -0.726572, -1.184579], [-4.599338, -0.227708, 0.103280], [-3.697580, 0.790944, 0.363414], [-2.922647, 1.326951, -0.568328], [-2.231036, 2.899947, -4.446278], [-2.567981, 3.685037, -2.893531], [-3.783736, 2.643694, -3.608803], [-0.234701, 3.140571, -3.133075], [1.947255, 3.451379, -2.610375], [3.068374, 2.676450, -3.635109], [-3.890812, -0.535859, -3.190427], [-5.351307, -1.542993, -1.413809], [-5.195570, -0.640277, 0.905072], [-3.584013, 1.182688, 1.368344], [0.212728, 1.362300, 4.366133], [-0.937009, 0.401535, 4.267638], [-1.772082, 0.168425, 5.378556], [-2.797280, -0.730664, 5.268863], [-2.990798, -1.418855, 4.055086], [-3.985690, -2.409493, 3.836653], [-5.226346, -2.845880, 5.208138], [-4.044671, -3.079589, 2.644079], [-3.166250, -2.783132, 1.606093], [-3.303250, -3.776526, -0.005528], [-2.197909, -1.771891, 1.681657], [-1.431125, -1.395872, 0.772942], [-2.111765, -1.110168, 2.994501], [-1.120919, -0.206366, 3.115594], [0.132554, 2.006251, 5.240692], [0.269000, 1.988764, 3.476562], [1.157461, 0.818713, 4.435746], [-1.592413, 0.701986, 6.301868], [-3.455967, -0.929458, 6.103390], [-4.786164, -3.852767, 2.491028], [2.075563, 2.119500, -0.536742], [1.503956, 3.251222, -0.659137], [1.495220, 4.020795, 0.420829], [0.842700, 5.260559, 0.285380], [0.315890, 6.278836, 0.175586], [2.161161, 3.629484, 1.604024], [2.735713, 3.329079, 2.556217], [4.224394, -0.294460, -0.972467], [4.210902, -0.656777, 0.497225], [3.957313, 0.364110, 1.348347], [4.446594, -1.793683, 0.878698], [5.232254, -0.463370, -1.351058], [3.930016, 0.735414, -1.151703], [3.551991, -0.963393, -1.506789], [3.545714, 1.227624, 1.022452], [3.877690, 0.150289, 2.329315], [2.730891, -5.419334, -4.421147], [2.075705, -4.230648, -3.269795], [2.599033, -4.127700, -1.989829], [2.084241, -3.154444, -1.143006], [1.119648, -2.315222, -1.497839], [0.603605, -2.444302, -2.713569], [1.041690, -3.382158, -3.635059], [3.735665, -4.300529, -5.365166], [3.407169, -4.003221, -6.680043], [4.232575, -3.143626, -7.392090], [5.317929, -2.577980, -6.887381], [5.619069, -2.859573, -5.624497], [4.874981, -3.712509, -4.827020], [3.399030, -4.773262, -1.655221], [2.499507, -3.033842, -0.148672], [-0.187887, -1.750637, -2.970458], [0.599547, -3.435804, -4.620166], [2.526717, -4.428921, -7.140512], [3.994476, -2.897597, -8.421800], [6.507417, -2.383279, -5.223882], [5.171838, -3.907523, -3.805524]], "atomic_forces_ev_per_a": [[0.01, -0.22, 0.05], [0.05, 0.13, -0.06], [-0.22, -0.04, 0.10], [0.45, -0.31, -0.09], [-0.23, 0.52, -0.06], [0.10, -0.10, -0.14], [-0.19, 0.05, 0.00], [0.15, -0.31, -0.07], [-0.20, 0.03, 0.07], [0.13, 0.13, 0.06], [0.02, 0.01, -0.05], [-0.06, -0.06, 0.04], [-0.11, -0.10, 0.09], [0.09, 0.09, 0.03], [0.00, 0.02, 0.01], [0.01, 0.02, 0.01], [0.02, -0.05, 0.00], [0.11, 0.01, 0.05], [0.06, 0.08, -0.15], [-0.01, -0.03, -0.01], [-0.03, -0.04, -0.03], [0.00, -0.01, -0.01], [-0.01, -0.01, 0.01], [0.00, 0.01, 0.01], [0.07, 0.02, -0.07], [-0.03, 0.11, -0.02], [-0.10, -0.13, -0.08], [0.10, 0.11, 0.02], [-0.17, -0.15, 0.04], [0.11, 0.01, -0.17], [-0.07, -0.04, 0.07], [-0.19, -0.04, 0.24], [0.01, -0.04, -0.11], [0.02, 0.01, -0.03], [-0.01, 0.16, 0.43], [-0.75, -1.06, -0.36], [-0.16, -0.24, -0.03], [0.15, 0.22, 0.25], [-0.02, 0.01, 0.01], [0.01, 0.01, 0.01], [0.01, 0.01, 0.00], [-0.01, 0.01, 0.04], [0.00, 0.00, 0.02], [-0.01, 0.00, 0.05], [0.59, 1.48, -0.49], [0.62, -0.58, 0.33], [-0.14, -0.39, -0.66], [-0.28, 0.76, 0.19], [-0.01, -0.02, -0.02], [0.24, 0.07, 0.50], [-0.03, -0.12, 0.00], [0.02, -0.03, 0.16], [0.07, -0.09, -0.32], [-0.20, 0.13, 0.17], [0.02, 0.01, 0.10], [0.02, -0.01, -0.01], [-0.04, 0.02, -0.08], [-0.01, 0.06, -0.05], [0.08, -0.01, -0.06], [0.00, -0.01, -0.02], [-0.06, -0.11, 0.00], [-0.04, 0.07, 0.22], [-0.01, -0.01, 0.02], [0.16, -0.13, 0.04], [-0.01, 0.03, 0.18], [-0.18, 0.07, -0.11], [0.02, -0.05, -0.02], [0.14, 0.12, -0.19], [0.05, -0.05, 0.03], [-0.19, -0.09, -0.10], [0.17, 0.16, -0.12], [0.04, -0.02, 0.17], [-0.10, -0.03, 0.02], [0.01, -0.02, -0.02], [0.01, 0.00, 0.01], [0.01, 0.01, -0.02], [-0.01, 0.01, -0.02], [-0.02, -0.01, 0.01], [0.01, 0.00, 0.01], [-0.01, 0.00, -0.01], [-0.01, -0.01, 0.02]], "lowdin_charge": [1.189, -0.014, -0.294, 0.070, -0.035, -0.942, 0.081, 0.652, -0.265, -0.005, -0.081, -0.063, -0.132, 0.111, 0.083, 0.094, 0.083, 0.137, 0.055, 0.081, 0.116, 0.099, 0.111, 0.117, -0.036, -0.330, -0.024, -0.039, -0.204, -0.653, 0.707, -0.206, -0.622, 0.745, -0.505, -0.405, -0.146, 0.137, 0.073, 0.055, 0.082, 0.105, 0.071, 0.087, -0.461, -0.102, -0.328, -0.211, 0.136, -0.200, 0.174, -0.002, -0.601, 0.172, 0.009, 0.088, 0.052, 0.055, 0.045, 0.108, 0.975, -0.524, -0.072, -0.136, 0.042, -0.183, -0.074, -0.526, -0.086, -0.153, 0.056, -0.144, -0.070, 0.106, 0.104, 0.088, 0.109, 0.100, 0.103, 0.105, 0.107], "e_tot_ev": -219530.7094, "total_charge": -1, "de_lowest_kcal_mol": 28.86, "homo_ev": -4.624, "lumo_ev": 1.9}